[1]
Below is a molecular structure, C40H52BCrN11S3, with properties calculated with wB97M-V/def2-TZVPD.

Geometry as XYZ:
```
108
Properties=species:S:1:pos:R:3
Cr 0.57 0.01 -0.66
C 2.85 2.57 3.60
C 2.55 1.12 3.42
C 3.11 0.13 4.19
C 2.82 -1.23 3.97
N 1.93 -1.59 3.05
N 1.39 -0.64 2.31
B 0.28 -1.06 1.26
N 0.57 -2.53 0.80
N -0.24 -3.55 1.16
C 0.09 -4.76 0.75
C 1.24 -4.98 -0.04
C 2.06 -3.96 -0.40
C 3.27 -4.14 -1.26
C 1.68 -2.67 0.06
S 2.53 -1.24 -0.38
C -0.83 -5.92 1.08
C -1.68 -6.18 -0.18
C -1.74 -5.60 2.26
C 0.00 -7.18 1.40
N -1.04 -0.79 2.10
N -1.39 -1.79 2.94
C -2.48 -1.67 3.67
C -3.38 -0.62 3.41
C -2.98 0.47 2.70
C -3.80 1.72 2.60
C -1.68 0.38 2.13
S -0.98 1.97 1.82
C -2.71 -2.64 4.81
C -3.14 -1.82 6.04
C -3.86 -3.60 4.44
C -1.43 -3.41 5.15
C 1.67 0.65 2.44
S 0.94 1.64 1.15
C 3.49 -2.33 4.76
C 5.01 -2.20 4.55
C 3.02 -3.71 4.30
C 3.16 -2.13 6.25
H 3.60 2.72 4.37
H 1.95 3.12 3.89
H 3.23 3.02 2.68
H 3.81 0.40 4.98
H 1.45 -5.98 -0.40
H 3.27 -5.14 -1.70
H 4.18 -4.01 -0.69
H 3.29 -3.40 -2.06
H -2.35 -5.33 -0.37
H -2.30 -7.06 -0.02
H -1.07 -6.36 -1.06
H -2.20 -4.63 2.14
H -1.18 -5.61 3.19
H -2.52 -6.36 2.33
H 0.44 -7.64 0.52
H -0.65 -7.92 1.86
H 0.80 -6.95 2.11
H -4.38 -0.64 3.85
H -4.85 1.49 2.79
H -3.71 2.20 1.63
H -3.48 2.44 3.36
H -4.13 -1.40 5.94
H -2.43 -1.02 6.26
H -3.16 -2.48 6.91
H -4.77 -3.05 4.20
H -4.08 -4.24 5.30
H -3.61 -4.23 3.60
H -0.74 -2.77 5.69
H -0.92 -3.77 4.26
H -1.67 -4.26 5.78
H 5.27 -2.25 3.49
H 5.51 -3.03 5.05
H 5.41 -1.28 4.96
H 3.24 -3.88 3.25
H 1.95 -3.83 4.46
H 3.54 -4.47 4.89
H 3.52 -1.18 6.64
H 3.63 -2.92 6.83
H 2.08 -2.19 6.42
N 2.48 0.99 -2.83
N 1.99 1.46 -1.56
H 3.19 0.29 -2.65
H 2.93 1.75 -3.33
H 1.44 2.29 -1.76
H 2.76 1.76 -0.97
N -1.07 1.08 -1.26
C -1.79 1.64 -1.96
C -2.65 2.33 -2.88
C -3.95 2.68 -2.51
C -4.76 3.33 -3.43
C -4.27 3.62 -4.70
C -2.98 3.26 -5.06
C -2.16 2.62 -4.15
H -4.32 2.45 -1.52
H -5.77 3.61 -3.16
H -4.90 4.13 -5.41
H -2.61 3.49 -6.05
H -1.15 2.34 -4.43
N -0.17 -0.53 -6.77
C -0.33 -1.05 -5.76
C -0.55 -1.61 -4.45
C -1.42 -2.67 -4.23
C -1.63 -3.08 -2.93
C -1.00 -2.40 -1.90
N -0.14 -1.39 -2.10
C 0.08 -1.01 -3.37
H -1.92 -3.16 -5.06
H -2.30 -3.90 -2.70
H -1.19 -2.68 -0.87
H 0.81 -0.22 -3.53
```

As for the LUMO energy (spin up / spin down): -8.78 / -8.70 eV. The value obtained for the energy above the lowest of the compared OMol25 structures with the same formula, charge and spin is 207.9 kJ/mol. The multiplicity is 2. Its charge is +3. The calculated total energy is -4420.7701 a.u. The calculation puts the HOMO energy (spin up / spin down) at -15.91 / -15.68 eV.

Atom charges from the Löwdin analysis, given in e for atoms 1 to 99:
1. Cr 0.258
2. C -0.006
3. C -0.187
4. C 0.113
5. C -0.141
6. N 0.228
7. N -0.036
8. B -0.575
9. N -0.015
10. N 0.181
11. C -0.182
12. C 0.093
13. C -0.219
14. C -0.026
15. C -0.555
16. S 0.831
17. C -0.538
18. C -0.025
19. C -0.054
20. C -0.029
21. N 0.037
22. N 0.207
23. C -0.164
24. C 0.101
25. C -0.230
26. C -0.038
27. C -0.453
28. S 0.821
29. C -0.529
30. C -0.030
31. C -0.011
32. C -0.039
33. C -0.436
34. S 0.757
35. C -0.545
36. C -0.019
37. C -0.043
38. C -0.017
39. H 0.102
40. H 0.104
41. H 0.096
42. H 0.143
43. H 0.137
44. H 0.098
45. H 0.105
46. H 0.077
47. H 0.083
48. H 0.103
49. H 0.091
50. H 0.057
51. H 0.086
52. H 0.105
53. H 0.087
54. H 0.102
55. H 0.099
56. H 0.146
57. H 0.105
58. H 0.074
59. H 0.107
60. H 0.087
61. H 0.097
62. H 0.105
63. H 0.092
64. H 0.106
65. H 0.064
66. H 0.084
67. H 0.046
68. H 0.104
69. H 0.097
70. H 0.104
71. H 0.089
72. H 0.082
73. H 0.077
74. H 0.101
75. H 0.088
76. H 0.105
77. H 0.088
78. N -0.008
79. N -0.156
80. H 0.071
81. H 0.110
82. H 0.103
83. H 0.090
84. N 0.117
85. C -0.042
86. C -0.216
87. C -0.018
88. C -0.036
89. C -0.020
90. C -0.032
91. C -0.017
92. H 0.117
93. H 0.123
94. H 0.127
95. H 0.125
96. H 0.119
97. N 0.210
98. C -0.154
99. C -0.171

[2]
Below is a molecular structure, C15H14I2IrN3O4, with properties calculated with wB97M-V/def2-TZVPD.

Geometry as XYZ:
```
39
Properties=species:S:1:pos:R:3
Ir -0.18 -1.06 -0.47
I 5.63 3.85 -0.32
C 4.33 2.30 -0.58
C 4.76 1.13 -1.22
C 3.87 0.10 -1.39
I 4.47 -1.64 -2.32
C 2.50 0.20 -0.92
O 1.74 -0.80 -1.15
C 2.09 1.41 -0.26
C 0.72 1.63 0.34
N -0.37 0.99 -0.44
C -1.74 1.29 0.06
C -2.71 0.30 -0.53
C -4.04 0.58 -0.74
C -4.87 -0.42 -1.24
C -4.34 -1.67 -1.52
C -3.00 -1.89 -1.30
N -2.20 -0.92 -0.81
C 3.00 2.43 -0.13
H 5.78 1.03 -1.57
H 0.52 2.70 0.40
H 0.67 1.22 1.35
H -0.31 1.33 -1.41
H -2.02 2.32 -0.17
H -1.72 1.16 1.15
H -4.42 1.57 -0.52
H -5.92 -0.21 -1.40
H -4.96 -2.46 -1.91
H -2.54 -2.84 -1.51
H 2.70 3.35 0.35
C 0.37 -1.53 3.63
C 0.15 -1.31 2.18
O 1.12 -1.31 1.36
O -1.01 -1.13 1.69
H 0.82 -2.51 3.78
H -0.57 -1.47 4.18
H 1.07 -0.79 4.01
O 0.67 -3.84 -0.13
N -0.06 -3.08 -0.55
```

As for the LUMO energy (spin up / spin down): -7.34 / -9.15 eV. The value obtained for the energy above the lowest of the compared OMol25 structures with the same formula, charge and spin is 0.0 kJ/mol. The multiplicity is 5. Its charge is +2. The calculated total energy is -1744.2785 a.u. The calculation puts the HOMO energy (spin up / spin down) at -14.38 / -14.54 eV.

Charges computed using Löwdin, reported in e:
1. Ir 1.518
2. I 1.161
3. C -0.708
4. C -0.199
5. C -0.617
6. I 1.114
7. C -0.356
8. O -0.230
9. C -0.114
10. C -0.107
11. N -0.165
12. C -0.093
13. C -0.232
14. C 0.030
15. C 0.017
16. C 0.002
17. C -0.069
18. N -0.086
19. C -0.072
20. H 0.101
21. H 0.145
22. H 0.133
23. H 0.161
24. H 0.150
25. H 0.138
26. H 0.138
27. H 0.136
28. H 0.132
29. H 0.117
30. H 0.116
31. C 0.046
32. C -0.649
33. O -0.072
34. O -0.047
35. H 0.110
36. H 0.101
37. H 0.106
38. O 0.181
39. N -0.038

[3]
Below is a molecular structure, C63H51ClFO2P2RbS in a non-equilibrium geometry, with properties calculated with wB97M-V/def2-TZVPD.

Geometry as XYZ:
```
122
Properties=species:S:1:pos:R:3
Rb 1.33 1.16 0.09
O -1.63 0.43 2.14
S -1.34 -0.86 1.46
C -2.99 -1.51 1.05
C -3.40 -2.79 1.39
C -4.73 -3.21 1.27
C -5.67 -2.30 0.83
C -7.17 -2.37 0.68
C -7.58 -1.01 0.06
C -6.29 -0.23 -0.03
C -6.01 1.05 -0.47
C -4.69 1.46 -0.53
C -3.61 0.66 -0.12
P -1.90 1.12 -0.53
C -2.13 2.93 -0.56
C -2.47 3.50 0.66
C -2.62 4.87 0.79
C -2.44 5.68 -0.32
C -2.09 5.12 -1.54
C -1.91 3.76 -1.66
C -1.96 0.60 -2.31
C -1.05 -0.39 -2.68
C -1.05 -0.91 -3.96
C -1.98 -0.45 -4.89
C -2.91 0.51 -4.52
C -2.90 1.03 -3.24
C -3.89 -0.61 0.45
C -5.23 -1.03 0.42
C -1.07 -2.00 2.83
C -1.90 -1.90 3.92
C -1.90 -2.83 4.97
C -1.04 -3.89 4.87
C -0.83 -5.08 5.77
C 0.28 -5.91 5.07
C 0.62 -5.15 3.82
C 1.51 -5.38 2.81
C 1.62 -4.42 1.79
C 0.86 -3.26 1.72
P 1.41 -1.91 0.47
C 3.09 -1.94 1.24
C 4.33 -2.17 0.66
C 5.48 -2.15 1.43
C 5.41 -1.88 2.79
C 4.19 -1.59 3.36
C 3.04 -1.62 2.59
C 1.25 -3.10 -0.91
C 2.23 -3.43 -1.84
C 1.92 -4.26 -2.91
C 0.64 -4.73 -3.09
C -0.35 -4.37 -2.18
C -0.04 -3.57 -1.10
C -0.12 -3.05 2.73
C -0.17 -3.99 3.77
H -2.68 -3.49 1.79
H -5.00 -4.22 1.54
H -7.64 -2.52 1.66
H -7.47 -3.21 0.05
H -8.33 -0.49 0.66
H -8.01 -1.15 -0.94
H -6.80 1.72 -0.80
H -4.47 2.46 -0.89
H -2.62 2.84 1.51
H -2.88 5.30 1.75
H -2.56 6.75 -0.22
H -1.96 5.76 -2.40
H -1.61 3.33 -2.60
H -0.34 -0.76 -1.96
H -0.33 -1.66 -4.24
H -1.99 -0.85 -5.89
H -3.64 0.85 -5.24
H -3.63 1.78 -2.96
H -2.59 -1.07 3.93
H -2.58 -2.70 5.80
H -1.75 -5.66 5.87
H -0.53 -4.77 6.77
H -0.06 -6.92 4.84
H 1.16 -6.01 5.71
H 2.14 -6.26 2.79
H 2.35 -4.59 1.00
H 4.42 -2.34 -0.40
H 6.44 -2.35 0.98
H 6.31 -1.89 3.39
H 4.13 -1.34 4.41
H 2.08 -1.39 3.04
H 3.22 -3.02 -1.75
H 2.69 -4.51 -3.63
H 0.40 -5.37 -3.93
H -1.37 -4.71 -2.34
H -0.82 -3.29 -0.40
O 1.08 2.75 2.35
H 0.12 2.84 2.46
H 1.41 3.61 2.05
F 2.30 -0.73 -0.98
Cl 7.42 1.04 1.82
C 5.77 1.51 1.48
H 5.17 1.29 2.36
H 5.43 0.97 0.60
C 4.73 3.25 -6.17
C 3.48 2.66 -6.26
C 2.61 2.72 -5.19
C 2.96 3.36 -4.00
C 4.23 3.95 -3.93
C 5.10 3.89 -5.00
C 2.04 3.43 -2.87
C 2.27 4.12 -1.78
C 2.35 4.83 -0.65
C 1.83 6.16 -0.54
C 1.99 6.90 0.60
C 2.67 6.39 1.71
C 3.20 5.10 1.63
C 3.05 4.33 0.51
H 5.41 3.21 -7.02
H 3.19 2.15 -7.17
H 1.64 2.24 -5.27
H 4.52 4.45 -3.02
H 6.08 4.35 -4.93
H 1.10 2.87 -3.02
H 1.32 6.58 -1.40
H 1.59 7.91 0.65
H 2.82 6.99 2.60
H 3.76 4.70 2.47
H 3.53 3.35 0.45
```

As for the LUMO energy (spin up / spin down): 3.66 / 3.23 eV. The value obtained for the energy above the lowest of the compared OMol25 structures with the same formula, charge and spin is 453.6 kJ/mol. The multiplicity is 1. Its charge is -2. The calculated total energy is -4246.7163 a.u. The calculation puts the HOMO energy (spin up / spin down) at -0.82 / 0.56 eV.

Atom charges from the Löwdin analysis, given in e for atoms 1 to 99:
1. Rb 0.778
2. O -0.559
3. S 0.833
4. C -0.309
5. C -0.124
6. C -0.068
7. C -0.199
8. C -0.135
9. C -0.136
10. C -0.199
11. C -0.067
12. C -0.130
13. C -0.311
14. P 1.016
15. C -0.370
16. C -0.106
17. C -0.086
18. C -0.102
19. C -0.089
20. C -0.084
21. C -0.327
22. C -0.088
23. C -0.081
24. C -0.105
25. C -0.098
26. C -0.092
27. C -0.162
28. C -0.104
29. C -0.307
30. C -0.061
31. C -0.015
32. C -0.162
33. C -0.117
34. C -0.118
35. C -0.169
36. C -0.020
37. C -0.078
38. C -0.274
39. P 0.938
40. C -0.341
41. C -0.080
42. C -0.112
43. C -0.132
44. C -0.093
45. C -0.101
46. C -0.346
47. C -0.082
48. C -0.100
49. C -0.118
50. C -0.090
51. C -0.097
52. C -0.160
53. C -0.094
54. H 0.093
55. H 0.090
56. H 0.099
57. H 0.098
58. H 0.098
59. H 0.100
60. H 0.090
61. H 0.086
62. H 0.105
63. H 0.097
64. H 0.092
65. H 0.098
66. H 0.097
67. H 0.073
68. H 0.099
69. H 0.090
70. H 0.093
71. H 0.096
72. H 0.117
73. H 0.107
74. H 0.111
75. H 0.109
76. H 0.109
77. H 0.109
78. H 0.103
79. H 0.108
80. H 0.085
81. H 0.097
82. H 0.091
83. H 0.099
84. H 0.110
85. H 0.079
86. H 0.093
87. H 0.089
88. H 0.101
89. H 0.098
90. O -0.172
91. H 0.026
92. H 0.006
93. F -0.731
94. Cl 0.469
95. C -0.421
96. H -0.002
97. H 0.003
98. C -0.134
99. C -0.117

[4]
Below is a molecular structure, C8H13ClN2O in a non-equilibrium geometry, with properties calculated with wB97M-V/def2-TZVPD.

Geometry as XYZ:
```
25
Properties=species:S:1:pos:R:3
C 2.75 1.89 1.99
C 0.66 -0.83 1.41
C -0.35 -0.07 0.58
C 0.43 0.63 -0.54
C -0.55 -0.89 -2.22
C -1.41 -1.80 -1.17
C -1.58 -0.70 -0.04
C -1.93 0.44 -0.90
H 3.72 1.11 2.19
H 2.63 2.64 0.85
H 2.54 2.36 3.15
H -1.04 0.70 1.01
H 1.00 1.59 -0.18
H 1.35 0.10 -0.85
H 0.55 -1.05 -2.10
H -0.87 -1.15 -3.31
H -2.51 -2.05 -1.71
H -0.85 -2.94 -0.78
H -2.42 -0.73 0.74
H -2.86 0.18 -1.53
H -2.15 1.43 -0.40
N 1.57 -0.27 2.09
N -0.66 0.62 -1.73
O 1.62 1.07 1.56
Cl 0.36 -2.28 1.90
```

As for the LUMO energy: 0.64 eV. The value obtained for the energy above the lowest of the compared OMol25 structures with the same formula, charge and spin is 725.3 kJ/mol. The multiplicity is 1. Its charge is 0. The calculated total energy is -957.2643 a.u. The calculation puts the HOMO energy at -9.09 eV.

Charges computed using Löwdin, reported in e:
1. C -0.101
2. C -0.853
3. C -0.290
4. C -0.114
5. C -0.158
6. C -0.135
7. C -0.357
8. C -0.239
9. H 0.117
10. H 0.178
11. H 0.117
12. H 0.155
13. H 0.122
14. H 0.108
15. H 0.087
16. H 0.121
17. H 0.141
18. H 0.160
19. H 0.168
20. H 0.143
21. H 0.136
22. N 0.058
23. N -0.057
24. O -0.396
25. Cl 0.888

[5]
Below is a molecular structure, C3H11NP in a non-equilibrium geometry, with properties calculated with wB97M-V/def2-TZVPD.

Geometry as XYZ:
```
16
Properties=species:S:1:pos:R:3
C 0.46 -1.25 0.85
C 1.73 0.85 0.12
C -0.57 0.42 -0.70
N 0.40 0.20 0.44
P -2.84 -0.23 -0.15
H 0.65 -1.94 0.00
H 1.43 -1.29 1.54
H -0.49 -1.51 1.23
H 1.69 1.93 -0.30
H 2.37 0.98 1.00
H 2.14 0.31 -0.72
H -0.25 -0.25 -1.49
H -0.58 1.41 -0.89
H 0.07 0.72 1.36
H -3.28 0.75 -1.04
H -2.92 -1.11 -1.25
```

As for the LUMO energy: -3.96 eV. The value obtained for the energy above the lowest of the compared OMol25 structures with the same formula, charge and spin is 426.2 kJ/mol. The multiplicity is 1. Its charge is +1. The calculated total energy is -516.6524 a.u. The calculation puts the HOMO energy at -14.11 eV.

Charges computed using Löwdin, reported in e:
1. C -0.021
2. C -0.020
3. C -0.159
4. N -0.285
5. P 0.810
6. H 0.113
7. H 0.155
8. H 0.058
9. H 0.139
10. H 0.108
11. H 0.097
12. H 0.081
13. H 0.015
14. H 0.223
15. H -0.165
16. H -0.149

[6]
Below is a molecular structure, C18H22N5O4Ru in a non-equilibrium geometry, with properties calculated with wB97M-V/def2-TZVPD.

Geometry as XYZ:
```
50
Properties=species:S:1:pos:R:3
Ru 0.33 -0.11 -0.34
C 1.11 -0.24 -2.30
C 2.55 -0.59 -1.97
N 2.60 -0.01 -0.62
C 3.50 -0.53 0.41
C 2.93 -0.04 1.72
C 3.66 0.40 2.80
C 2.97 0.89 3.91
C 1.58 0.92 3.89
C 0.93 0.45 2.77
C -0.57 0.40 2.63
N -0.82 -0.65 1.63
C -2.19 -1.10 1.37
C -2.07 -2.48 0.77
N -0.07 -2.07 -0.52
N 1.59 -0.03 1.72
H 0.58 -0.94 -2.93
H 1.00 0.77 -2.69
H 3.29 -0.19 -2.66
H 2.70 -1.66 -1.89
H 2.67 1.01 -0.67
H 4.53 -0.18 0.28
H 3.50 -1.62 0.37
H 4.74 0.38 2.77
H 3.51 1.25 4.77
H 1.02 1.30 4.74
H -0.97 1.35 2.29
H -1.04 0.16 3.58
H -0.31 -1.47 1.96
H -2.71 -0.39 0.72
H -2.77 -1.19 2.29
H -3.04 -2.88 0.48
H -1.63 -3.16 1.51
H 0.40 -2.68 -1.19
O -2.73 -1.84 -3.71
C -2.04 -1.25 -2.77
O -1.29 -2.60 -0.45
C -2.15 0.08 -2.40
C -3.06 0.89 -3.12
C -3.21 2.21 -2.81
C -2.44 2.76 -1.78
C -1.55 1.94 -1.13
N -1.40 0.62 -1.37
C -0.64 2.53 -0.10
O -0.90 3.52 0.52
O 0.48 1.80 0.08
H -2.56 -2.78 -3.80
H -3.62 0.43 -3.92
H -3.90 2.83 -3.37
H -2.51 3.80 -1.48
```

As for the LUMO energy (spin up / spin down): -6.60 / -8.55 eV. The multiplicity is 6. Its charge is +2. The calculated total energy is -1367.9826 a.u. The calculation puts the HOMO energy (spin up / spin down) at -13.55 / -15.72 eV.

Charges computed using Löwdin, reported in e:
1. Ru 1.471
2. C -0.163
3. C -0.212
4. N -0.123
5. C -0.089
6. C -0.236
7. C 0.026
8. C 0.007
9. C 0.028
10. C -0.236
11. C -0.097
12. N -0.138
13. C -0.151
14. C -0.099
15. N -0.044
16. N 0.067
17. H 0.061
18. H 0.089
19. H 0.132
20. H 0.119
21. H 0.139
22. H 0.143
23. H 0.139
24. H 0.133
25. H 0.132
26. H 0.136
27. H 0.130
28. H 0.144
29. H 0.118
30. H 0.121
31. H 0.145
32. H 0.145
33. H 0.142
34. H 0.115
35. O 0.125
36. C -0.001
37. O -0.130
38. C -0.249
39. C 0.034
40. C 0.013
41. C 0.044
42. C -0.179
43. N 0.022
44. C -0.535
45. O 0.173
46. O -0.174
47. H 0.152
48. H 0.134
49. H 0.136
50. H 0.142